#a
DFT (ωB97M-V with the def2-TZVPD basis set) results for an isolated molecule of C24H34N2O6.

* structure (SMILES): CCO[C@@H]1OC(C(=O)N2CCN(Cc3ccc4c(c3)OCO4)CC2)=C[C@H](C)[C@H]1CCCO
* gap between HOMO and LUMO: 8.8 eV
* molecular weight: 446.544 g mol⁻¹
* total charge: 0
* lowest unoccupied orbital energy: 0.0240 Eh

The geometry in XYZ format:
```
66
Properties=species:S:1:pos:R:3:mulliken_charge:R:1
C -2.40447 4.03418 1.32097 -1.227
C -0.97576 3.83882 1.79866 -0.253
O -0.87111 2.55423 2.39411 -0.295
C 0.42883 2.20677 2.78212 -0.573
O 1.23498 1.98931 1.64867 -0.434
C 1.11801 0.75061 1.06654 1.024
C 1.77674 0.69565 -0.28971 0.330
O 2.88656 0.22282 -0.44267 -0.707
N 1.05188 1.23021 -1.29363 0.216
C -0.33463 1.61509 -1.20193 0.220
C -1.19355 0.61315 -1.97854 -0.669
N -0.74633 0.57423 -3.35726 0.127
C -1.63782 -0.16141 -4.24478 -1.931
C -1.75504 -1.63530 -3.93312 0.773
C -2.69671 -2.08710 -3.01989 -0.360
C -2.79111 -3.42749 -2.65173 -1.143
C -1.90368 -4.29806 -3.23368 0.991
C -0.95648 -3.85674 -4.15902 0.790
C -0.86206 -2.53718 -4.52267 -0.896
O -0.21270 -4.92253 -4.59060 -0.492
C -0.71526 -6.04856 -3.90429 -0.248
O -1.77519 -5.65080 -3.06132 -0.484
C 0.63850 0.14334 -3.42910 -0.382
C 1.51413 1.13386 -2.66046 -1.377
C 0.55484 -0.30559 1.63674 -1.190
C -0.06407 -0.26857 3.00183 0.211
C -1.58734 -0.39740 2.88794 -1.751
C 0.34536 1.01353 3.74597 0.425
C 1.63824 0.84525 4.55849 -1.494
C 2.86147 0.40554 3.75766 -0.071
C 4.10417 0.31170 4.64345 -0.643
O 5.20197 -0.25402 3.97095 -0.537
H -2.65650 3.28598 0.57406 0.222
H -3.08989 3.93268 2.15775 0.332
H -2.51448 5.02340 0.88608 0.419
H -0.27091 3.92026 0.96081 0.283
H -0.71041 4.60236 2.54557 0.429
H 0.90482 3.06545 3.28872 0.442
H -0.65164 1.64662 -0.16073 -0.312
H -0.44899 2.60825 -1.65020 0.093
H -2.23609 0.93814 -1.95868 0.337
H -1.12156 -0.37315 -1.48741 0.265
H -2.62053 0.31292 -4.17647 0.523
H -1.26008 -0.02580 -5.26142 0.526
H -3.38908 -1.38292 -2.58375 0.409
H -3.52730 -3.76995 -1.94426 0.436
H -0.12984 -2.21486 -5.24430 0.437
H 0.08744 -6.50048 -3.29948 0.253
H -1.08164 -6.79046 -4.63180 0.243
H 0.94487 0.12746 -4.47675 0.452
H 0.78186 -0.86407 -3.00296 0.320
H 2.55197 0.79877 -2.64337 0.522
H 1.44807 2.12221 -3.12543 0.357
H 0.51501 -1.23713 1.09524 0.545
H 0.30344 -1.12957 3.57225 0.573
H -1.99796 0.47822 2.39360 0.196
H -2.03454 -0.48104 3.87586 0.464
H -1.84613 -1.28430 2.31359 0.452
H -0.45125 1.27275 4.45141 0.487
H 1.86252 1.79410 5.05415 0.423
H 1.44811 0.10678 5.34158 0.394
H 2.68650 -0.57168 3.30507 0.234
H 3.05919 1.11580 2.95252 0.361
H 4.36389 1.31138 5.02687 0.288
H 3.91646 -0.34284 5.49908 0.317
H 5.29231 0.17716 3.11307 0.330
```

#b
DFT (ωB97M-V with the def2-TZVPD basis set) results for an isolated molecule of C24H34N2O6.

* structure (SMILES): CCO[C@H]1OC(C(=O)N2CCN(Cc3ccc4c(c3)OCO4)CC2)=C[C@@H](C)[C@@H]1CCCO
* gap between HOMO and LUMO: 8.7 eV
* molecular weight: 446.544 g mol⁻¹
* total charge: 0
* lowest unoccupied orbital energy: 0.0225 Eh

The geometry in XYZ format:
```
66
Properties=species:S:1:pos:R:3:mulliken_charge:R:1
C -5.35577 -0.21426 -1.97648 -1.250
C -4.83171 0.44448 -0.70339 -0.141
O -4.14423 -0.45992 0.14838 -0.290
C -2.81903 -0.72629 -0.20589 -0.532
O -2.02689 0.44052 -0.16632 -0.070
C -1.61993 0.84704 1.08397 0.673
C -0.96634 2.18441 1.24671 0.432
O -0.90439 2.66190 2.37247 -0.725
N -0.42227 2.83759 0.18982 0.057
C -0.23393 2.35525 -1.15764 -1.165
C 1.17387 1.77873 -1.30146 -0.311
N 2.15535 2.80043 -0.98194 0.097
C 3.52620 2.37439 -1.24027 -1.796
C 3.93842 1.15113 -0.45558 0.541
C 4.52293 1.27292 0.79707 -0.508
C 4.80363 0.16644 1.59569 -1.132
C 4.45970 -1.06634 1.09762 0.944
C 3.87608 -1.19868 -0.16065 0.793
C 3.61982 -0.11495 -0.96004 -0.551
O 3.62033 -2.53038 -0.40613 -0.542
C 4.08283 -3.22355 0.73387 -0.344
O 4.59980 -2.30630 1.66951 -0.488
C 1.94840 3.31686 0.35976 -0.279
C 0.53314 3.88982 0.47888 -1.512
C -1.72375 0.07841 2.17020 -0.957
C -2.22618 -1.32901 2.15515 0.071
C -3.56854 -1.44186 2.88420 -1.593
C -2.27665 -1.83648 0.70326 0.066
C -0.87643 -2.28546 0.26075 -0.323
C -0.80274 -2.95176 -1.12079 -1.120
C -0.23196 -2.02552 -2.19945 -0.558
O 1.03510 -1.51444 -1.87278 -0.280
H -5.96412 -1.07867 -1.72250 0.312
H -5.96369 0.49802 -2.52716 0.429
H -4.53883 -0.53853 -2.61705 0.279
H -5.66758 0.80772 -0.10047 0.424
H -4.18038 1.29185 -0.94905 0.154
H -2.76809 -1.04026 -1.26097 0.153
H -0.97283 1.60172 -1.40769 0.279
H -0.34745 3.21088 -1.83176 0.385
H 1.33147 1.45392 -2.33146 0.434
H 1.25709 0.89659 -0.64666 0.356
H 4.17935 3.21738 -1.00173 0.554
H 3.59953 2.16919 -2.31182 0.472
H 4.77328 2.25496 1.16930 0.413
H 5.26005 0.26912 2.56562 0.439
H 3.16917 -0.23787 -1.92951 0.480
H 3.24759 -3.78184 1.18786 0.287
H 4.87240 -3.93380 0.43822 0.228
H 2.67919 4.10829 0.54224 0.461
H 2.07265 2.53688 1.13065 0.296
H 0.35387 4.25291 1.49104 0.511
H 0.39443 4.70047 -0.24056 0.410
H -1.40824 0.49479 3.11287 0.593
H -1.50467 -1.94501 2.70781 0.600
H -4.32930 -0.87275 2.36121 0.255
H -3.88096 -2.48271 2.93471 0.407
H -3.46984 -1.05636 3.89615 0.451
H -2.97168 -2.67815 0.63214 0.678
H -0.20405 -1.42426 0.26956 -0.149
H -0.51279 -2.99014 1.01169 0.601
H -1.78900 -3.29680 -1.43511 0.425
H -0.15312 -3.82963 -1.06074 0.279
H -0.19081 -2.56993 -3.15616 0.351
H -0.86334 -1.14437 -2.33197 0.285
H 1.62587 -2.23872 -1.62722 0.257
```

The structure with the most favorable energy is #a; the runner-up is 0.0020 hartree above it.

#a
DFT (ωB97M-V with the def2-TZVPD basis set) results for a cluster of 2 separate species, C3H9NS in total.

* gap between HOMO and LUMO (alpha / beta): 8.6 / 8.1 eV
* molecular weight: 91.179 g mol⁻¹
* total charge: 0
* lowest unoccupied orbital energy (alpha / beta): 0.0040 / 0.0142 Eh

The geometry in XYZ format:
```
14
Properties=species:S:1:pos:R:3:mulliken_charge:R:1
C 0.41852 -1.89623 0.02710 -1.054
C 1.06967 1.91955 -1.32674 -1.011
C -0.34178 -0.94638 0.92853 -0.376
N -1.80613 1.16758 1.12921 -0.497
S -1.30286 0.26141 -0.05625 0.098
H -0.25835 -2.37433 -0.67866 0.321
H 1.18294 -1.36379 -0.53512 0.281
H 0.89888 -2.67024 0.62059 0.332
H 1.70436 1.76290 -0.48419 0.327
H 0.49742 2.81830 -1.38903 0.344
H 1.13639 1.27235 -2.17155 0.328
H 0.31320 -0.36838 1.57781 0.303
H -1.07052 -1.47312 1.54489 0.357
H -2.44173 1.89039 0.81341 0.248
```

#b
DFT (ωB97M-V with the def2-TZVPD basis set) results for an isolated molecule of C3H9NS.

* structure (SMILES): C[C@H](N)CS
* gap between HOMO and LUMO: 10.0 eV
* molecular weight: 91.179 g mol⁻¹
* total charge: 0
* lowest unoccupied orbital energy: 0.0345 Eh

The geometry in XYZ format:
```
14
Properties=species:S:1:pos:R:3:mulliken_charge:R:1
C -0.01580 1.09666 -1.22073 -1.341
C -0.30041 -0.09540 -0.27700 0.762
N -1.58804 0.07309 0.35986 -0.671
C 0.80888 -0.25226 0.74475 -1.033
S 0.88588 -1.87115 1.59253 -0.217
H 0.74259 0.76118 -1.92569 0.355
H -0.94980 1.40656 -1.68098 0.380
H 0.34913 1.97555 -0.68354 0.294
H -0.31899 -0.97641 -0.94283 0.172
H -2.42501 0.06298 -0.21689 0.196
H -1.69878 -0.50481 1.17707 0.183
H 0.57257 0.50430 1.49953 0.407
H 1.79663 -0.05217 0.34887 0.388
H 2.14115 -2.12811 1.22505 0.124
```

#c
DFT (ωB97M-V with the def2-TZVPD basis set) results for a cluster of 2 separate species, C3H9NS in total.

* gap between HOMO and LUMO: 6.4 eV
* molecular weight: 91.179 g mol⁻¹
* total charge: 0
* lowest unoccupied orbital energy: -0.1140 Eh

The geometry in XYZ format:
```
14
Properties=species:S:1:pos:R:3:mulliken_charge:R:1
C 0.45575 -0.87852 -1.29508 -1.420
C -0.00912 0.12573 -0.25526 0.637
C 1.08680 0.56068 0.71156 -1.171
S -2.36622 1.92148 1.31605 -0.200
N -1.07497 -0.46153 0.57255 -0.548
H -0.35471 -1.26479 -1.91186 0.365
H 0.77943 -1.79029 -0.76817 0.360
H 1.30263 -0.51386 -1.86804 0.354
H -0.39424 0.99562 -0.78869 0.241
H 1.90617 1.05709 0.19508 0.365
H 0.67224 1.26629 1.43863 0.278
H 1.31168 -0.28478 1.36655 0.353
H -1.49471 0.23276 1.19189 0.128
H -1.82072 -0.96587 0.09478 0.257
```

#d
DFT (ωB97M-V with the def2-TZVPD basis set) results for a cluster of 3 separate species, C3H9NS in total.

* gap between HOMO and LUMO: 6.9 eV
* molecular weight: 91.179 g mol⁻¹
* total charge: 0
* lowest unoccupied orbital energy: -0.0568 Eh

The geometry in XYZ format:
```
14
Properties=species:S:1:pos:R:3:mulliken_charge:R:1
S 2.22996 2.12792 -1.01031 -0.425
H 3.43755 1.78973 -0.50696 0.161
C -1.35272 -1.31014 -0.48169 -1.204
C -0.45387 -0.37257 0.31952 0.672
C -0.93370 0.34380 1.39432 -0.855
N 0.93467 -0.44634 0.00216 -0.390
H -2.39871 -1.10102 -0.19472 0.330
H -1.19666 -1.19844 -1.58360 0.304
H -1.06010 -2.38096 -0.26670 0.288
H -0.23828 1.00867 1.94951 0.266
H -1.87479 0.11188 1.80794 0.318
H 1.08065 -0.82415 -0.94630 0.330
H 1.40419 0.47587 0.05514 -0.008
H 0.42183 1.77575 -0.53832 0.212
```

The structure with the most favorable energy is #b; the runner-up is 0.1211 hartree above it.